95
Properties=species:S:1:pos:R:3:lowdin_spin:R:1 method="wB97M-V/def2-TZVPD" multiplicity=5 total_energy_ha=-8148.15981 lumo_energy_ev="-2.46 / -4.03" max_force_ev_per_a=0.86 gap_ha="0.32164 / 0.27438" de_lowest_kj_mol=0.0 s2=6.02 charge=+1
Co 0.120 0.345 0.296 2.67
C 2.792 1.135 -1.924 0.00
C 2.990 2.102 -0.760 0.01
As 2.147 1.519 0.899 0.04
C 1.475 3.168 1.645 0.01
C 2.045 4.409 1.386 0.00
C 1.438 5.563 1.863 0.00
C 0.263 5.478 2.596 0.00
C -0.303 4.240 2.866 0.00
C 0.301 3.086 2.390 0.00
C 3.553 0.894 2.038 0.01
C 3.414 -0.313 2.710 0.00
C 4.431 -0.749 3.550 0.00
C 5.572 0.020 3.714 0.00
C 5.705 1.231 3.045 0.00
C 4.696 1.671 2.206 0.00
As 0.996 0.344 -2.222 0.07
C 2.047 -2.209 -0.047 0.65
C 2.814 -2.709 -1.065 0.09
C 3.106 -4.073 -1.015 0.03
C 2.623 -4.850 0.029 -0.02
C 1.846 -4.284 1.030 0.04
C 1.534 -2.923 1.005 0.09
C 0.750 0.628 -4.117 0.03
C 1.073 1.843 -4.713 0.00
C 0.837 2.027 -6.066 0.00
C 0.280 1.001 -6.820 0.00
C -0.042 -0.207 -6.226 0.00
C 0.193 -0.399 -4.869 0.00
H 3.410 0.250 -1.753 0.00
H 3.156 1.584 -2.849 0.00
H 2.571 3.079 -0.972 0.00
H 4.057 2.244 -0.581 0.00
H 2.964 4.490 0.816 0.00
H 1.886 6.527 1.663 0.00
H -0.210 6.380 2.963 0.00
H -1.215 4.173 3.445 0.00
H -0.146 2.120 2.610 0.00
H 2.526 -0.917 2.579 0.00
H 4.327 -1.690 4.073 0.00
H 6.363 -0.323 4.368 0.00
H 6.595 1.831 3.180 0.00
H 4.802 2.622 1.696 0.00
H 3.182 -2.101 -1.884 0.01
H 3.709 -4.518 -1.796 0.01
H 2.851 -5.907 0.059 0.00
H 1.459 -4.896 1.835 0.01
H 0.906 -2.493 1.773 0.01
H 1.496 2.652 -4.128 0.00
H 1.086 2.970 -6.534 0.00
H 0.100 1.149 -7.876 0.00
H -0.474 -1.006 -6.815 0.00
H -0.053 -1.346 -4.407 0.00
C -4.979 0.445 2.062 0.00
C -4.050 -0.695 2.441 0.00
C -4.836 -1.961 2.744 0.00
C -3.156 -0.293 3.605 0.00
O -3.242 -0.924 1.235 0.00
P -1.889 -1.760 1.231 0.01
O -1.877 -2.924 2.125 0.01
O -0.742 -0.740 1.463 0.12
O -1.698 -2.043 -0.326 0.01
C -2.199 -3.216 -1.047 0.00
C -1.313 -4.407 -0.721 0.00
C -3.651 -3.472 -0.677 0.00
C -2.057 -2.826 -2.509 0.00
H -5.654 0.664 2.888 0.00
H -5.577 0.176 1.190 0.00
H -4.408 1.347 1.838 0.00
H -5.481 -1.795 3.608 0.00
H -4.162 -2.788 2.961 0.00
H -5.464 -2.227 1.892 0.00
H -3.778 -0.063 4.471 0.00
H -2.574 0.595 3.352 0.00
H -2.475 -1.099 3.878 0.00
H -1.357 -4.638 0.343 0.00
H -0.278 -4.191 -0.990 0.00
H -1.647 -5.277 -1.288 0.00
H -3.741 -3.751 0.374 0.00
H -4.036 -4.294 -1.281 0.00
H -4.261 -2.587 -0.863 0.00
H -1.010 -2.600 -2.720 0.00
H -2.669 -1.952 -2.742 0.00
H -2.370 -3.648 -3.152 0.00
F -3.400 3.906 -0.017 0.00
C -2.417 3.159 -0.524 0.01
C -2.628 1.815 -0.716 0.01
C -1.581 1.059 -1.237 0.02
C -0.338 1.638 -1.556 0.01
C -0.177 3.019 -1.333 0.01
C -1.213 3.776 -0.825 0.01
H -3.575 1.361 -0.463 0.00
H -1.734 -0.007 -1.400 0.00
H 0.748 3.521 -1.560 0.00
H -1.098 4.836 -0.643 0.00